<a>
DFT (ωB97M-V/def2-TZVPD) results for a single C5H7N molecule.

Each line ends with the natural charge from an NBO analysis.
Element x y z (Å)
H (2.75512, 0.16584, -0.11044)  0.337
N (2.03943, -0.55257, -0.14110)  -0.598
C (0.90133, -0.06648, -0.09219)  0.290
C (0.38342, 1.34540, 0.15901)  -0.496
C (-1.02031, 0.77462, -0.17819)  -0.422
C (-0.43210, -0.66296, -0.11864)  -0.066
C (-0.85300, -1.87899, 0.08342)  -0.344
H (0.22612, 1.76128, 1.13814)  0.230
H (0.96393, 1.90967, -0.51847)  0.218
H (-1.36430, 0.91279, -1.21371)  0.214
H (-1.73521, 1.16719, 0.47452)  0.213
H (-1.84437, -2.30486, 0.24263)  0.212
H (-0.02006, -2.57092, 0.27501)  0.212

## Properties
Structure (SMILES) ... [H]/N=C1\CCC1=C
Gap between HOMO and LUMO ... 0.3788 Eh
Highest occupied orbital energy ... -9.616 eV



<b>
DFT (ωB97M-V/def2-TZVPD) results for a molecular structure, C5H7N.

Each line ends with the natural charge from an NBO analysis.
Element x y z (Å)
C (-1.65687, -0.11730, -0.30761)  -0.603
C (-0.40205, 0.42721, 0.31146)  -0.292
C (0.57776, -0.46582, 0.89514)  -0.152
C (0.76906, 0.78619, -0.56210)  -0.360
C (1.76046, -0.19923, -0.79173)  0.202
N (2.60452, -1.00716, -0.79312)  -0.392
H (-2.19016, 0.69441, -0.80843)  0.220
H (-2.29745, -0.55729, 0.46205)  0.211
H (-1.40486, -0.87587, -1.05535)  0.219
H (-0.56111, 1.24477, 1.01709)  0.240
H (0.52994, -1.53123, 0.63629)  0.229
H (1.22758, -0.23826, 1.72550)  0.230
H (1.04317, 1.83958, -0.72918)  0.248

## Properties
Gap between HOMO and LUMO ... 0.2984 Eh
Highest occupied orbital energy ... -8.212 eV



<c>
DFT (ωB97M-V/def2-TZVPD) results for a single C5H7N molecule.

Each line ends with the natural charge from an NBO analysis.
Element x y z (Å)
C (1.11285, -1.89793, 0.14218)  -0.060
N (0.63533, -1.09342, -0.68595)  -0.405
C (-0.15127, 0.04598, -0.58312)  0.056
C (-0.30782, 0.79856, 0.78486)  -0.633
C (-1.27950, 0.35294, -1.59294)  -0.175
C (-0.16527, 0.95502, -1.83151)  -0.143
H (1.77678, -2.54481, -0.26687)  0.159
H (0.91608, -1.99808, 1.15525)  0.136
H (0.60095, 0.67122, 1.26699)  0.202
H (-0.92948, 0.20635, 1.37101)  0.200
H (-0.72874, 1.89693, 0.57922)  0.221
H (-2.25303, -0.05232, -1.75335)  0.229
H (0.39357, 1.53230, -2.44937)  0.213

## Properties
Structure (SMILES) ... C=NC1(C)C=C1
Gap between HOMO and LUMO ... 0.3614 Eh
Highest occupied orbital energy ... -8.673 eV



Of them, <c> has the lowest stability.



<a>
DFT (ωB97M-V/def2-TZVPD) results for a single C5H7N molecule.

Each line ends with the natural charge from an NBO analysis.
Element x y z (Å)
C (-0.11685, -1.06069, 1.66368)  -0.621
C (-0.00966, -0.27216, 0.40125)  -0.092
C (0.96104, 0.71119, 0.04922)  -0.309
C (0.66312, 1.20514, -1.19765)  -0.063
N (-0.45538, 0.56217, -1.63402)  -0.512
C (-0.81292, -0.35711, -0.67296)  -0.088
H (-0.22422, -0.40973, 2.53684)  0.214
H (-0.98250, -1.73028, 1.64308)  0.216
H (0.77358, -1.67793, 1.82310)  0.215
H (1.79032, 1.02083, 0.66555)  0.217
H (1.14535, 1.96225, -1.79791)  0.208
H (-0.87304, 0.66271, -2.55067)  0.411
H (-1.85884, -0.61640, -0.92950)  0.204

## Properties
Structure (SMILES) ... Cc1cc[nH]c1
Gap between HOMO and LUMO ... 0.3414 Eh
Highest occupied orbital energy ... -8.220 eV



<b>
DFT (ωB97M-V/def2-TZVPD) results for a single C5H7N molecule.

Each line ends with the natural charge from an NBO analysis.
Element x y z (Å)
C (-1.11322, 1.28714, 0.35483)  -0.608
C (-0.15955, 0.18040, -0.00909)  -0.235
C (0.81522, 0.37389, -1.08838)  0.125
N (1.71015, -0.49226, -1.36811)  -0.640
C (0.10641, -2.31001, 0.82118)  -0.167
C (-0.10896, -1.00692, 0.60453)  -0.119
H (-0.58731, 2.16112, 0.75886)  0.215
H (-1.68004, 1.62327, -0.52191)  0.216
H (-1.83657, 0.96057, 1.10829)  0.216
H (0.70407, 1.32386, -1.63270)  0.156
H (2.27081, -0.18240, -2.16100)  0.339
H (0.77308, -2.52325, 1.66912)  0.193
H (-0.89381, -1.39029, 1.41299)  0.307

## Properties
Gap between HOMO and LUMO ... 0.3162 Eh
Highest occupied orbital energy ... -7.982 eV



<c>
DFT (ωB97M-V/def2-TZVPD) results for a single C5H7N molecule.

Each line ends with the natural charge from an NBO analysis.
Element x y z (Å)
C (-1.81430, -0.37829, 0.06014)  -0.648
C (-0.31888, -0.22004, 0.02089)  0.036
C (0.43396, 1.05449, 0.07830)  -0.323
N (1.79289, 0.60334, -0.28110)  -0.539
C (1.99537, -0.70517, -0.16547)  0.017
C (0.61139, -1.20251, -0.06127)  -0.319
H (-2.08229, -1.24884, 0.66650)  0.230
H (-2.33116, 0.49613, 0.46699)  0.218
H (-2.21566, -0.55591, -0.94737)  0.232
H (0.01950, 1.99472, -0.31503)  0.225
H (2.51508, 1.30661, -0.32142)  0.396
H (0.90813, 1.18853, 1.07008)  0.263
H (0.38247, -2.26284, -0.03457)  0.211

## Properties
Gap between HOMO and LUMO ... 0.3235 Eh
Highest occupied orbital energy ... -8.058 eV



<d>
DFT (ωB97M-V/def2-TZVPD) results for a single C5H7N molecule.

Each line ends with the natural charge from an NBO analysis.
Element x y z (Å)
N (2.89883, 0.26683, 1.13835)  -0.304
C (2.11615, -0.26543, 0.45180)  0.198
C (1.05998, -0.71435, -0.37817)  -0.209
C (-0.31177, -1.09222, 0.21757)  -0.417
C (-1.42961, 0.37136, 0.09187)  -0.446
C (-0.39476, 1.33879, -0.39208)  -0.307
H (1.28119, -0.94880, -1.42384)  0.230
H (-0.79124, -1.91183, -0.33960)  0.219
H (-0.24635, -1.25636, 1.29527)  0.221
H (-2.22416, 0.16249, -0.65203)  0.213
H (-1.81975, 0.55414, 1.11142)  0.217
H (0.17675, 1.91776, 0.33185)  0.196
H (-0.31526, 1.57762, -1.45240)  0.190

## Properties
Gap between HOMO and LUMO (spin up / spin down) ... 0.3225 / 0.2563 Eh
Highest occupied orbital energy (spin up / spin down) ... -8.665 / -8.003 eV



Of them, <b> has the lowest stability.



<a>
DFT (ωB97M-V/def2-TZVPD) results for a molecular structure, C5H7N.

Each line ends with the natural charge from an NBO analysis.
Element x y z (Å)
C (0.42950, -1.18232, 0.03451)  -0.507
C (1.15139, -0.01482, -0.60123)  -0.237
C (0.58684, 1.18615, -0.45852)  -0.270
C (-0.68178, 1.34718, 0.21762)  -0.184
N (-1.81882, -0.04739, 0.08155)  -0.528
C (-0.75515, -0.58070, 0.74355)  0.046
H (1.06829, -1.73183, 0.73512)  0.224
H (0.15049, -1.91134, -0.75035)  0.235
H (2.05972, -0.16652, -1.15870)  0.206
H (1.05811, 2.10741, -0.81872)  0.230
H (-0.58576, 2.12625, 1.02863)  0.227
H (-1.81230, -0.37957, -0.89346)  0.358
H (-0.88655, -0.75614, 1.80776)  0.201

## Properties
Gap between HOMO and LUMO ... 0.3161 Eh
Highest occupied orbital energy ... -7.612 eV



<b>
DFT (ωB97M-V/def2-TZVPD) results for a single C5H7N molecule.

Each line ends with the natural charge from an NBO analysis.
Element x y z (Å)
C (2.00079, -0.06516, -0.10906)  -0.633
C (0.53916, 0.04234, -0.01191)  0.111
C (-0.12536, 1.19749, 0.02662)  -0.374
C (-1.76907, 0.71570, 0.15669)  -0.318
C (-1.66302, -0.62368, -0.02514)  -0.069
N (-0.34399, -0.99216, -0.11491)  -0.526
H (2.40364, -0.64858, 0.72276)  0.216
H (2.27802, -0.55062, -1.05050)  0.218
H (2.46964, 0.92326, -0.08843)  0.241
H (-0.62233, 2.05112, 0.63123)  0.301
H (-2.71934, 1.27022, 0.16615)  0.223
H (-2.42950, -1.38035, -0.14983)  0.208
H (-0.01865, -1.93959, -0.15368)  0.401

## Properties
Structure (SMILES) ... Cc1ccc[nH]1
Gap between HOMO and LUMO ... 0.3546 Eh
Highest occupied orbital energy ... -8.624 eV



<c>
DFT (ωB97M-V/def2-TZVPD) results for 2 unconnected molecules or ions with the total composition C5H7N.

Each line ends with the natural charge from an NBO analysis.
Element x y z (Å)
C (2.10601, 0.15251, -0.83068)  0.212
C (1.63938, 0.28530, 0.75025)  0.281
C (0.61098, -0.00374, -0.12763)  -0.156
C (-0.61859, 0.89111, -0.29648)  -0.627
C (0.25805, -1.51527, -0.35990)  -0.594
N (2.83968, 0.02526, 0.23029)  -0.457
H (1.40614, 1.74507, 1.93170)  -0.038
H (-1.60986, 0.47181, -0.11290)  0.228
H (-0.62852, 1.44957, -1.18271)  0.240
H (-0.50943, 1.65655, 0.41408)  0.239
H (-0.76553, -1.58739, -0.03286)  0.216
H (0.74575, -2.28859, 0.25793)  0.229
H (0.38280, -1.79382, -1.37710)  0.227

## Properties
Gap between HOMO and LUMO ... 0.3205 Eh
Highest occupied orbital energy ... -8.631 eV



Of them, <c> has the lowest stability.



<a>
DFT (ωB97M-V/def2-TZVPD) results for a single C5H7N molecule.

Each line ends with the natural charge from an NBO analysis.
Element x y z (Å)
C (-0.99715, 1.37512, -0.93174)  -0.636
C (-0.22271, 0.27431, -0.28294)  0.120
C (0.54006, -0.73885, -0.81931)  -0.301
C (1.11217, -1.46797, 0.26050)  -0.303
C (0.67055, -0.88974, 1.41955)  -0.083
N (-0.13137, 0.16081, 1.08559)  -0.507
H (-1.74919, 1.75001, -0.23156)  0.210
H (-0.36114, 2.22017, -1.22880)  0.220
H (-1.51468, 1.01567, -1.82648)  0.227
H (0.64557, -0.96705, -1.87440)  0.217
H (1.77729, -2.31811, 0.20943)  0.220
H (0.87032, -1.11897, 2.45362)  0.208
H (-0.63972, 0.70460, 1.76656)  0.407

## Properties
Structure (SMILES) ... Cc1ccc[nH]1
Gap between HOMO and LUMO ... 0.3312 Eh
Highest occupied orbital energy ... -7.956 eV



<b>
DFT (ωB97M-V/def2-TZVPD) results for a single C5H7N molecule.

Each line ends with the natural charge from an NBO analysis.
Element x y z (Å)
C (-0.14446, -0.47272, -0.78649)  0.417
C (0.23892, 0.58879, 1.75484)  -0.454
C (0.31858, 1.35374, 0.47420)  -0.285
C (1.26821, 0.24896, 0.65567)  -0.145
C (-1.12877, -0.99992, -1.66606)  -0.773
N (0.86191, -0.83942, -0.18074)  -0.415
H (0.66986, 0.92126, 2.62991)  0.211
H (-0.45285, -0.23281, 1.85987)  0.221
H (0.51423, 2.54377, 0.39110)  0.223
H (2.26384, 0.41887, 1.08253)  0.215
H (-1.73889, -1.90098, -1.36758)  0.255
H (-0.82589, -1.34475, -2.73599)  0.264
H (-1.84471, -0.28479, -2.11128)  0.265

## Properties
Gap between HOMO and LUMO (spin up / spin down) ... 0.3047 / 0.2972 Eh
Highest occupied orbital energy (spin up / spin down) ... -8.039 / -7.864 eV



<c>
DFT (ωB97M-V/def2-TZVPD) results for a single C5H7N molecule.

Each line ends with the natural charge from an NBO analysis.
Element x y z (Å)
C (-0.34999, -0.02201, 1.16917)  -0.146
N (-0.86067, 1.77856, 0.17500)  -0.800
C (-0.96227, 0.29709, -0.10310)  -0.168
C (0.14250, -0.30228, -0.84898)  -0.316
C (1.13755, -1.27225, -0.68044)  -0.055
C (2.11429, -1.98408, -0.59951)  -0.264
H (-0.16820, 2.24570, -0.40413)  0.387
H (-1.68785, 2.32518, 0.40551)  0.381
H (-0.82835, 0.27794, 2.09256)  0.164
H (0.37858, -0.71101, 1.56792)  0.215
H (-1.97176, -0.03063, -0.33668)  0.169
H (0.13197, 0.06071, -1.87429)  0.203
H (2.92419, -2.66293, -0.56303)  0.231

## Properties
Gap between HOMO and LUMO ... 0.2252 Eh
Highest occupied orbital energy ... -6.960 eV



<d>
DFT (ωB97M-V/def2-TZVPD) results for a single C5H7N molecule.

Each line ends with the natural charge from an NBO analysis.
Element x y z (Å)
C (0.38249, -1.29822, 0.01334)  -0.432
C (1.12594, -0.02881, -0.31269)  -0.244
C (0.27655, 1.11537, -0.59245)  -0.044
C (-0.79565, 0.87465, 0.37409)  -0.151
N (-1.69054, 0.62528, -0.69049)  -0.637
C (-0.07076, -0.32667, 1.02282)  -0.137
H (1.01431, -2.09760, 0.40557)  0.231
H (-0.31558, -1.68532, -0.73666)  0.196
H (2.20245, -0.03599, -0.44966)  0.237
H (0.53430, 2.00899, -1.14777)  0.233
H (-1.12576, 1.65398, 1.06165)  0.198
H (-1.60994, -0.32669, -1.03477)  0.323
H (0.07219, -0.47897, 2.08702)  0.227

## Properties
Gap between HOMO and LUMO (spin up / spin down) ... 0.2964 / 0.2946 Eh
Highest occupied orbital energy (spin up / spin down) ... -7.554 / -7.494 eV



Of them, <c> has the lowest stability.



<a>
DFT (ωB97M-V/def2-TZVPD) results for a single C5H7N molecule.

Each line ends with the natural charge from an NBO analysis.
Element x y z (Å)
C (0.56752, -0.29659, 1.12269)  -0.418
N (0.31317, -0.63389, -0.28879)  -0.203
C (0.56886, -1.87318, -0.65898)  -0.290
C (-0.08963, 0.34861, -1.12768)  -0.241
C (-0.74429, 1.52362, -0.71856)  -0.077
C (-1.34782, 2.54748, -0.47613)  -0.275
H (0.06817, 0.64203, 1.36257)  0.242
H (1.64803, -0.18896, 1.26447)  0.220
H (0.19053, -1.10359, 1.75640)  0.214
H (1.04842, -2.54716, 0.03467)  0.191
H (0.34089, -2.15925, -1.67598)  0.193
H (-0.05885, 0.09290, -2.17865)  0.210
H (-1.91178, 3.43099, -0.27881)  0.233

## Properties
Gap between HOMO and LUMO (spin up / spin down) ... 0.2719 / 0.2719 Eh
Highest occupied orbital energy (spin up / spin down) ... -6.704 / -6.704 eV



<b>
DFT (ωB97M-V/def2-TZVPD) results for a single C5H7N molecule.

Each line ends with the natural charge from an NBO analysis.
Element x y z (Å)
C (-0.29733, 1.32447, -0.96134)  -0.607
C (-0.32640, -0.03648, -0.33818)  -0.001
C (-0.88928, -0.44068, 0.94767)  0.001
N (-1.69886, -0.68819, -0.11526)  -0.554
C (0.87592, -0.79677, -0.34724)  0.000
C (1.72122, -0.57190, 0.65044)  -0.473
H (0.10943, 1.28634, -1.97846)  0.225
H (0.36430, 1.94338, -0.34768)  0.227
H (-1.30461, 1.73870, -0.98836)  0.232
H (-0.54202, -1.27475, 1.56036)  0.203
H (1.27710, -0.05418, 1.52379)  0.178
H (-1.83792, -1.67402, -0.33868)  0.358
H (2.77424, -0.77485, 0.77201)  0.211

## Properties
Gap between HOMO and LUMO (spin up / spin down) ... 0.2762 / 0.3151 Eh
Highest occupied orbital energy (spin up / spin down) ... -7.954 / -8.500 eV



<c>
DFT (ωB97M-V/def2-TZVPD) results for a single C5H7N molecule.

Each line ends with the natural charge from an NBO analysis.
Element x y z (Å)
C (1.23215, -0.49800, 1.42730)  -0.622
C (0.31388, -0.11657, 0.30981)  -0.090
C (-0.41988, 1.10516, 0.20560)  -0.308
C (-1.20450, 1.02656, -0.90980)  -0.062
N (-0.99649, -0.19794, -1.48531)  -0.509
C (0.02741, -0.83101, -0.81893)  -0.088
H (0.68386, -0.90098, 2.27825)  0.215
H (1.95270, -1.24740, 1.09913)  0.214
H (1.83097, 0.34909, 1.76290)  0.215
H (-0.37287, 1.95020, 0.87433)  0.218
H (-1.95866, 1.65846, -1.34282)  0.207
H (-1.36413, -0.43371, -2.38765)  0.407
H (0.27555, -1.86385, -1.01281)  0.205

## Properties
Structure (SMILES) ... Cc1cc[nH]c1
Gap between HOMO and LUMO ... 0.3411 Eh
Highest occupied orbital energy ... -8.189 eV



Of them, <b> has the lowest stability.



<a>
DFT (ωB97M-V/def2-TZVPD) results for a gas-phase ion, C3H7N4O (charge +1).

Each line ends with the natural charge from an NBO analysis.
Element x y z (Å)
N (1.22494, -1.99269, 0.29706)  -0.675
C (0.66736, -1.00173, -0.26619)  0.410
N (0.28161, 0.18022, 0.18240)  -0.521
C (-0.43082, 1.37500, -0.29883)  -0.032
N (-1.74345, 1.50210, 0.28682)  -0.602
C (-2.60632, 0.48275, 0.04025)  0.252
N (-3.08662, -0.57280, 0.07123)  0.195
O (-3.84320, -1.44014, -0.08427)  -0.368
H (1.55198, -2.79703, -0.12159)  0.456
H (1.17407, -1.79685, 1.30408)  0.417
H (0.52503, -0.90304, -1.32050)  0.215
H (0.33553, 0.21098, 1.19636)  0.383
H (-0.44031, 1.28386, -1.30986)  0.216
H (0.20964, 2.21300, -0.10666)  0.238
H (-1.86014, 1.72431, 1.25159)  0.415

## Properties
Structure (SMILES) ... [NH2+]=CNC[NH+]=C=N[O-]
Gap between HOMO and LUMO ... 0.3200 Eh
Highest occupied orbital energy ... -12.424 eV
Charge ... +1



<b>
DFT (ωB97M-V/def2-TZVPD) results for a gas-phase ion, C3H7N4O (charge +1).

Each line ends with the natural charge from an NBO analysis.
Element x y z (Å)
C (-1.70613, -1.06647, -1.09077)  -0.406
N (-0.76116, -0.10623, -0.53439)  -0.432
C (0.20708, 0.42566, -1.51105)  -0.415
C (-0.64398, 0.12192, 0.74645)  0.919
O (-1.26391, 0.04616, 1.74137)  -0.404
N (0.94411, 0.83469, 1.27145)  -0.189
N (1.72359, 0.72040, 2.09452)  0.384
N (2.37458, 0.65211, 3.04021)  -0.354
H (-0.98996, -1.83449, -1.63501)  0.225
H (-2.27184, -1.51010, -0.29693)  0.242
H (-2.40956, -0.68359, -1.94389)  0.255
H (1.14715, 0.50558, -0.94324)  0.225
H (0.32812, -0.30941, -2.35703)  0.240
H (-0.04301, 1.44925, -1.88117)  0.242
H (3.36492, 0.75453, 3.29949)  0.468

## Properties
Structure (SMILES) ... CN(C)C(=O)N=[N+]=N
Gap between HOMO and LUMO ... 0.3712 Eh
Highest occupied orbital energy ... -14.886 eV
Charge ... +1



Of them, <b> has the lowest stability.